Entry w
A 2-piece molecular cluster, C2H6BrP overall. Source: the OMol25 dataset; level of theory: ωB97M-V with the def2-TZVPD basis set.

Properties
SMILES string: C=CBr.P

ORCA input file:
```
! wB97M-V def2-TZVPD RIJCOSX def2/J DEFGRID3
* xyz 0 1
Br -1.093 3.206 0.643
P 1.085 -2.168 -1.517
C -0.589 1.704 1.638
C -0.848 0.465 1.288
H -0.197 1.995 2.611
H 1.142 -0.790 -1.590
H -1.279 0.471 0.237
H -0.712 -0.405 1.799
H 2.189 -2.319 -2.326
H 0.301 -2.158 -2.782
*
```

Entry x
An isolated molecule of C2H6BrP. Source: the OMol25 dataset; level of theory: ωB97M-V with the def2-TZVPD basis set.

Properties
SMILES string: CC=[PH2]Br

ORCA input file:
```
! wB97M-V def2-TZVPD RIJCOSX def2/J DEFGRID3
* xyz 0 1
Br 4.165 -0.057 -0.239
P 1.610 -0.582 -0.190
C -0.063 -0.417 0.237
C -0.860 0.816 0.310
H -0.148 -1.182 1.031
H 1.603 -1.949 -0.014
H -0.845 1.210 -0.810
H 1.692 -0.220 -1.531
H -0.629 1.607 1.070
H -1.877 0.364 0.541
*
```

Top of the stability list: entry w, leading by 9.7 kcal/mol.

Entry w
A 2-piece molecular cluster, C3H8O4 overall. Source: the OMol25 dataset; level of theory: ωB97M-V with the def2-TZVPD basis set.

Properties
SMILES string: C1OCOCO1.O

ORCA input file:
```
! wB97M-V def2-TZVPD RIJCOSX def2/J DEFGRID3
* xyz 0 1
O 1.618 0.949 -0.198
O -0.401 1.905 0.366
O -0.314 -0.004 -0.968
O -1.498 -4.734 2.899
C 1.051 0.186 -1.235
C -0.958 1.305 -0.754
C 0.942 2.146 0.139
H -2.037 1.104 -0.617
H -1.338 -5.705 2.893
H 1.411 -0.861 -1.212
H -1.139 -4.419 2.039
H -0.850 1.989 -1.618
H 0.956 2.962 -0.610
H 1.261 2.573 1.109
H 1.295 0.603 -2.231
*
```

Entry x
A 2-piece molecular cluster, C3H8O4 overall. Source: the OMol25 dataset; level of theory: ωB97M-V with the def2-TZVPD basis set.

Properties
SMILES string: COCOC=O.O

ORCA input file:
```
! wB97M-V def2-TZVPD RIJCOSX def2/J DEFGRID3
* xyz 0 1
O -0.822 -1.767 1.133
O 0.282 -0.478 -0.447
O 1.045 0.620 -2.280
O 3.596 2.509 -2.332
C -1.793 -1.627 2.208
C 0.206 0.470 -1.390
C -0.604 -0.510 0.671
H -2.681 -1.009 1.996
H -1.515 -0.102 0.193
H -0.662 1.139 -1.230
H -2.127 -2.647 2.464
H -1.267 -1.201 3.079
H 2.744 2.046 -2.166
H -0.217 0.257 1.369
H 3.813 2.301 -3.269
*
```

Top of the stability list: entry x, leading by 3.9 kcal/mol.

Entry w
A 2-piece molecular cluster, C3H8O4 overall. Source: the OMol25 dataset; level of theory: ωB97M-V with the def2-TZVPD basis set.

Properties
SMILES string: O=C(O)CCO.O

ORCA input file:
```
! wB97M-V def2-TZVPD RIJCOSX def2/J DEFGRID3
* xyz 0 1
O 0.274 1.073 1.981
O -1.207 2.470 0.589
O -1.865 0.141 -2.243
O 4.678 -4.261 -0.209
C -0.634 0.251 0.027
C -1.960 0.106 -0.849
C -0.614 1.425 0.897
H 4.861 -3.723 -1.044
H -2.412 -0.863 -0.573
H 0.142 0.649 -0.629
H -2.779 0.819 -0.482
H -0.908 0.403 -2.377
H -0.372 -0.749 0.244
H 0.327 1.551 2.934
H 5.344 -4.164 0.527
*
```

Entry x
A 2-piece molecular cluster, C3H8O4 overall. Source: the OMol25 dataset; level of theory: ωB97M-V with the def2-TZVPD basis set.

Properties
SMILES string: O=COCCO.O

ORCA input file:
```
! wB97M-V def2-TZVPD RIJCOSX def2/J DEFGRID3
* xyz 0 1
O 0.000 0.000 0.000
O 1.977 -3.885 3.136
O 0.880 -2.199 2.019
O 0.294 -1.226 5.434
C -0.552 -0.448 1.257
C 1.077 -3.448 2.457
C -0.310 -1.959 1.260
H -0.680 -1.170 5.307
H -0.343 -0.447 -0.802
H -1.198 -2.335 1.803
H -1.604 -0.124 1.132
H 0.193 -4.067 2.207
H -0.207 -0.093 2.247
H 0.575 -0.299 5.606
H -0.360 -2.347 0.224
*
```

Top of the stability list: entry x, leading by 3.8 kcal/mol.

Entry w
A 6-piece molecular cluster, C6H24O6 overall. Source: the OMol25 dataset; level of theory: ωB97M-V with the def2-TZVPD basis set.

Properties
SMILES string: CO.CO.CO.CO.CO.CO

ORCA input file:
```
! wB97M-V def2-TZVPD RIJCOSX def2/J DEFGRID3
* xyz 0 1
O 1.024 -2.671 1.253
O -0.047 -0.675 -0.100
O 2.802 -0.570 -2.765
O -2.813 3.573 0.789
O -3.775 -0.076 0.521
O 1.790 1.626 0.230
C -2.498 2.554 -0.139
C 1.706 -3.564 0.417
C -2.840 -0.188 -0.566
C 2.371 0.995 1.289
C 2.297 -0.762 -1.448
C -0.493 0.013 0.998
H -1.369 -0.535 1.344
H 1.567 -4.615 0.670
H 2.773 -3.342 0.417
H 1.570 0.581 1.901
H 0.550 -0.116 -0.602
H 2.036 -0.584 -3.344
H 1.292 -3.462 -0.586
H -0.762 1.063 0.881
H -3.471 4.150 0.394
H 0.257 0.006 1.790
H -3.232 -0.895 -1.297
H -1.502 2.126 -0.023
H 1.823 0.127 -1.033
H 3.026 1.704 1.795
H -2.421 2.926 -1.161
H -2.783 0.724 -1.160
H 2.413 2.351 0.135
H 2.759 0.074 0.854
H 0.759 -1.865 0.804
H 1.609 -1.608 -1.426
H 3.159 -0.895 -0.794
H -1.857 -0.508 -0.221
H -3.268 1.785 -0.086
H -4.454 0.555 0.271
*
```

Entry x
C6H24O6 as an isolated structure. Source: the OMol25 dataset; level of theory: ωB97M-V with the def2-TZVPD basis set.

ORCA input file:
```
! wB97M-V def2-TZVPD RIJCOSX def2/J DEFGRID3
* xyz 0 1
O -0.188 0.560 -1.213
O -2.370 0.288 2.317
O -0.512 -1.493 -1.507
O 1.167 -3.374 0.204
O -0.615 2.438 -1.285
O 1.400 1.130 0.917
C -1.299 2.063 1.151
C 2.106 -2.314 0.224
C -2.460 1.087 1.130
C -2.304 0.132 -0.087
C 1.311 -1.089 0.603
C 2.622 -2.183 -1.222
H -0.314 1.658 1.384
H -2.634 0.893 3.013
H -0.786 3.081 -1.973
H -0.466 2.962 -0.498
H -3.423 1.587 1.232
H 2.030 1.841 1.026
H 2.890 -2.570 0.938
H 3.267 -1.310 -1.313
H -0.702 -0.790 -0.885
H -2.318 0.697 -1.019
H 3.319 -2.997 -1.422
H 1.885 -2.071 -2.017
H 0.548 -0.793 -0.117
H -3.088 -0.620 -0.167
H 0.878 -1.347 1.570
H 1.949 -0.218 0.755
H -1.493 2.784 1.944
H -0.406 -1.047 -2.347
H 1.278 1.060 -0.030
H 0.277 0.665 -0.383
H 1.659 -4.195 0.282
H -1.275 2.533 0.168
H -0.517 1.436 -1.416
H -1.413 -0.482 0.046
*
```

Top of the stability list: entry w, leading by 117.3 kcal/mol.

Entry w
A 6-piece molecular cluster, C6H24O6 overall. Source: the OMol25 dataset; level of theory: ωB97M-V with the def2-TZVPD basis set.

Properties
SMILES string: CO.CO.CO.CO.CO.CO

ORCA input file:
```
! wB97M-V def2-TZVPD RIJCOSX def2/J DEFGRID3
* xyz 0 1
O -1.332 1.844 1.752
O -0.430 -0.095 0.095
O -1.334 -4.291 2.687
O 1.917 -1.652 0.000
O 2.330 4.151 -1.993
O -1.404 -0.481 -3.863
C 2.158 4.179 -0.536
C -2.450 -0.709 -2.921
C -0.159 2.114 2.474
C -1.050 -2.867 2.636
C 1.639 -3.021 -0.001
C -0.175 0.832 -0.955
H 1.220 3.704 -0.248
H -1.011 -1.354 -3.932
H -1.177 1.185 1.071
H -2.249 -4.481 2.904
H -3.306 -1.104 -3.467
H -0.918 1.600 -1.167
H 0.193 -0.825 0.084
H 2.186 5.219 -0.210
H -2.705 0.221 -2.412
H 0.692 2.374 1.844
H -1.973 -2.321 2.831
H -0.646 -2.571 1.668
H 3.021 3.698 -0.076
H 0.854 1.191 -0.942
H -0.397 -2.643 3.480
H 1.283 -3.170 1.019
H 2.515 -3.641 -0.190
H 0.185 1.260 3.058
H -0.325 3.030 3.040
H 2.704 -1.501 -0.529
H 0.833 -3.297 -0.681
H 1.557 4.537 -2.411
H -0.121 0.333 -1.922
H -2.124 -1.446 -2.187
*
```

Entry x
C6H24O6 as an isolated structure. Source: the OMol25 dataset; level of theory: ωB97M-V with the def2-TZVPD basis set.

ORCA input file:
```
! wB97M-V def2-TZVPD RIJCOSX def2/J DEFGRID3
* xyz 0 1
O -1.382 -0.819 0.920
O 0.250 -0.636 0.106
O -1.014 -2.629 -0.184
O 1.901 2.459 0.925
O -1.723 2.678 -1.698
O 1.065 -1.543 -1.721
C -1.482 -3.690 0.699
C 1.538 -2.794 -1.199
C 2.430 3.747 0.710
C -0.629 3.285 -1.083
C -1.849 -1.123 2.296
C 0.380 0.464 -0.836
H -0.715 3.400 -0.003
H 2.620 -2.913 -1.143
H -1.368 2.506 -2.573
H -0.468 1.134 -0.984
H 0.305 2.755 -1.271
H 1.155 -2.972 -0.194
H 2.673 4.275 1.632
H -0.368 4.282 -1.438
H 0.555 0.228 -1.886
H -2.690 -1.803 2.162
H -2.091 -0.880 0.275
H -0.958 -1.515 2.787
H 1.937 1.920 0.132
H -0.599 -4.115 1.176
H -2.200 -0.277 2.887
H -0.809 -1.828 0.303
H 1.209 1.129 -0.596
H -0.541 -0.479 0.627
H -1.987 -4.477 0.139
H -2.104 -3.370 1.535
H 1.277 -3.544 -1.945
H 1.700 4.461 0.328
H 3.342 3.753 0.114
H 0.641 -1.070 -1.001
*
```

Entry y
A 6-piece molecular cluster, C6H24O6 overall. Source: the OMol25 dataset; level of theory: ωB97M-V with the def2-TZVPD basis set.

Properties
SMILES string: CO.CO.CO.CO.CO.CO

ORCA input file:
```
! wB97M-V def2-TZVPD RIJCOSX def2/J DEFGRID3
* xyz 0 1
O -1.370 -5.109 -2.097
O 4.875 -0.803 4.113
O 2.071 0.947 -4.230
O -2.605 2.036 4.989
O -0.126 1.232 -1.103
O -3.889 1.823 -1.038
C 5.148 0.432 3.442
C 3.446 1.103 -4.525
C -1.492 1.042 4.786
C 0.006 0.279 -0.065
C -1.828 -3.934 -2.505
C -4.662 0.971 -1.821
H -2.865 -3.694 -2.273
H 3.879 2.076 -4.293
H 0.348 -0.555 -0.678
H -1.073 0.627 5.704
H -1.902 0.227 4.189
H 5.653 -1.363 4.063
H 4.062 0.326 -4.072
H -4.834 0.027 -1.305
H -0.696 1.573 4.264
H -1.256 -3.162 -1.988
H -4.478 2.322 -0.468
H 1.830 1.120 -3.317
H 3.628 1.122 -5.600
H 4.723 0.544 2.444
H 6.216 0.522 3.243
H -4.223 0.855 -2.812
H -0.885 -0.037 0.477
H -5.649 1.378 -2.039
H -0.950 1.706 -0.976
H -3.301 1.556 5.443
H 0.651 0.527 0.778
H -1.537 -5.144 -1.152
H 4.726 1.270 3.996
H -1.644 -3.842 -3.575
*
```

Top of the stability list: entry w, leading by 14.3 kcal/mol.

Entry w
A 2-piece molecular cluster, C9H10O3 overall. Source: the OMol25 dataset; level of theory: ωB97M-V with the def2-TZVPD basis set.

ORCA input file:
```
! wB97M-V def2-TZVPD RIJCOSX def2/J DEFGRID3
* xyz 0 1
O -1.776 -2.078 1.395
O -1.347 0.648 2.033
O 2.413 0.367 -2.802
C -0.074 0.955 0.051
C 1.893 0.972 -1.825
C 0.446 -0.924 -1.400
C -0.934 -1.304 0.572
C 2.464 2.283 -1.413
C -2.205 0.122 3.118
C 0.803 0.323 -0.902
C -0.338 -1.737 -0.613
C -0.875 0.150 0.971
H 1.128 -1.066 -2.255
H -0.528 -2.827 -0.819
H -3.379 0.231 2.832
H -2.091 0.956 3.864
H 2.964 2.119 -0.565
H -2.571 -2.722 0.545
H 3.231 2.468 -2.221
H 1.835 3.275 -1.308
H -1.848 -1.003 3.466
H -0.144 2.045 0.093
*
```

Entry x
An isolated molecule of C9H10O3. Source: the OMol25 dataset; level of theory: ωB97M-V with the def2-TZVPD basis set.

Properties
SMILES string: C[C@@]1(O)O[C@]1(O)c1ccccc1

ORCA input file:
```
! wB97M-V def2-TZVPD RIJCOSX def2/J DEFGRID3
* xyz 0 1
O 0.674 1.506 -1.151
O 0.677 -0.595 -2.121
O 1.358 1.004 1.061
C -1.016 -0.241 -0.211
C -3.037 -1.019 1.396
C 2.916 0.753 -0.931
C 0.348 0.195 -1.002
C 1.520 0.753 -0.283
C -1.872 0.734 0.242
C -2.161 -2.019 0.925
C -2.912 0.302 1.091
C -1.081 -1.592 0.181
H -3.929 -1.144 2.095
H 1.339 1.964 0.970
H 2.801 0.980 -1.890
H -2.446 -2.942 1.279
H -1.787 1.754 0.105
H 3.443 -0.204 -0.704
H -0.422 -2.437 -0.042
H 3.629 1.418 -0.492
H -3.520 1.073 1.397
H 0.936 -0.088 -2.939
*
```

Top of the stability list: entry x, leading by 59.8 kcal/mol.